1.
C29H23GeN3O4PdSSe as an isolated structure, computed with ωB97M-V/def2-TZVPD.

```
63
Properties=species:S:1:pos:R:3:forces:R:3:lowdin_charge:R:1
Pd -0.125 0.926 1.229 0.39 0.11 -0.17 0.58
N 1.252 4.459 1.341 0.11 0.07 -0.15 0.13
C 2.430 3.738 1.441 -0.07 0.08 0.10 -0.26
C 3.552 3.950 2.240 0.02 0.02 0.01 -0.04
C 4.596 3.047 2.146 0.00 -0.01 -0.01 -0.14
C 4.525 1.940 1.285 -0.01 0.01 0.00 -0.13
C 3.408 1.710 0.500 0.01 0.00 0.00 -0.04
C 2.359 2.624 0.581 -0.06 -0.05 -0.12 -0.27
N 1.134 2.648 -0.074 0.06 -0.07 0.21 0.10
C 0.591 3.747 0.444 -0.13 -0.03 -0.06 -0.48
C -1.762 3.543 0.205 0.05 -0.08 -0.05 -0.48
C -2.928 4.170 0.515 0.00 -0.01 0.00 -0.35
S -4.156 2.998 0.722 -0.05 0.04 0.01 0.99
C -3.033 1.765 0.367 0.05 -0.02 -0.07 -0.46
N -1.829 2.178 0.096 -0.17 -0.07 0.13 0.02
H 0.482 4.544 3.105 -0.18 -0.34 0.78 -0.02
H 3.586 4.785 2.929 0.01 0.00 0.00 0.10
H 5.477 3.180 2.764 0.00 0.00 0.00 0.08
H 5.354 1.241 1.250 0.00 0.00 0.00 0.08
H 3.338 0.841 -0.143 -0.01 -0.01 -0.02 0.09
H -3.073 5.220 0.696 0.00 0.00 -0.01 0.07
H -3.308 0.722 0.378 0.02 -0.01 0.01 0.06
O 0.129 4.237 3.992 0.21 0.21 -0.84 -0.42
Se -0.866 2.772 3.619 -0.44 0.32 0.46 0.95
O -1.435 2.484 5.123 0.13 -0.07 -0.19 -0.64
O -0.626 4.228 -0.026 0.05 0.11 0.07 0.06
O 0.316 1.646 3.248 0.20 -0.24 -0.09 -0.66
C -0.830 -0.824 1.704 -0.08 0.20 -0.20 -0.36
Ge -0.460 -1.461 -0.123 -0.01 -0.25 0.28 0.83
C -2.090 -1.182 -1.214 -0.01 -0.02 -0.04 -0.28
C -2.142 -0.639 -2.495 0.01 0.01 -0.02 -0.10
C -3.353 -0.474 -3.160 -0.01 -0.01 0.01 -0.11
C -4.540 -0.867 -2.558 0.01 0.01 -0.01 -0.12
C -4.507 -1.430 -1.288 0.01 -0.01 0.02 -0.11
C -3.295 -1.583 -0.627 -0.01 0.01 -0.03 -0.14
C -0.477 -3.439 0.096 0.02 -0.04 -0.09 -0.27
C -0.656 -4.035 1.343 0.00 0.01 0.01 -0.10
C -0.694 -5.419 1.479 -0.01 0.01 0.01 -0.11
C -0.564 -6.235 0.364 0.00 0.00 -0.02 -0.13
C -0.398 -5.658 -0.889 0.00 -0.01 0.01 -0.12
C -0.356 -4.276 -1.015 0.00 0.01 0.02 -0.12
C 1.088 -1.166 -1.346 -0.02 0.11 -0.04 -0.28
C 2.164 -2.053 -1.411 -0.04 -0.02 -0.04 -0.12
C 3.281 -1.780 -2.192 -0.02 0.00 0.00 -0.12
C 3.343 -0.607 -2.932 0.01 0.00 0.00 -0.12
C 2.293 0.298 -2.865 0.02 0.00 0.01 -0.11
C 1.186 0.024 -2.073 0.04 0.03 0.06 -0.15
H -0.102 -1.202 2.443 -0.05 0.02 0.06 -0.09
H -1.227 -0.328 -2.986 -0.04 -0.02 0.01 0.08
H -3.368 -0.031 -4.150 0.00 0.00 0.00 0.09
H -5.485 -0.734 -3.073 0.00 0.00 0.00 0.09
H -5.428 -1.742 -0.809 0.00 0.00 0.00 0.09
H -3.270 -1.992 0.378 -0.01 0.00 0.00 0.09
H -0.781 -3.398 2.212 0.00 0.00 0.00 0.08
H -0.830 -5.861 2.459 0.00 0.00 0.00 0.09
H -0.597 -7.314 0.469 0.00 0.00 0.00 0.08
H -0.302 -6.286 -1.769 0.00 0.00 0.00 0.09
H -0.224 -3.838 -1.999 0.00 0.01 0.00 0.10
H 2.135 -2.972 -0.835 0.00 -0.01 0.01 0.09
H 4.108 -2.482 -2.215 0.00 0.00 0.00 0.09
H 4.218 -0.387 -3.534 0.00 0.00 0.00 0.09
H 2.351 1.241 -3.396 0.00 0.00 0.00 0.10
H 0.422 0.786 -1.967 0.01 -0.01 0.00 0.08
```
Forces are in eV/Å.

**2S+1**: 1
**Charge**: -2
**Frontier orbital gap**: 5.216 eV



2.
C2H9N2OP as an isolated structure, computed with ωB97M-V/def2-TZVPD.

```
15
Properties=species:S:1:pos:R:3:forces:R:3:lowdin_charge:R:1
C 1.328 1.039 -0.878 -0.18 -0.09 -1.42 -0.08
C 0.723 0.236 0.190 -0.98 -2.20 1.54 -0.32
N -0.198 -0.791 -0.354 -0.16 0.46 0.29 -0.23
N 0.215 -1.872 -0.703 -0.95 -0.98 -0.93 0.13
O -1.874 1.073 0.182 0.69 3.02 -0.79 -0.49
P -2.258 -0.307 0.368 -3.18 -1.26 0.70 0.51
H 1.605 0.293 -1.671 0.49 0.81 0.61 0.08
H 0.498 1.614 -1.389 1.33 0.19 0.88 0.10
H 2.223 1.533 -0.424 -0.90 0.21 -1.07 0.10
H 1.381 -0.378 0.787 1.18 -0.04 -0.09 0.11
H 0.104 0.680 0.955 0.01 1.13 -0.23 0.08
H -2.811 -1.026 -0.741 1.21 -0.44 0.33 -0.01
H 1.225 -1.946 -0.702 1.14 0.13 0.29 0.06
H -1.630 -0.899 1.478 0.00 -0.88 -0.34 0.00
H -3.575 -0.291 0.957 0.31 -0.07 0.24 -0.05
```
Forces are in eV/Å.

**2S+1**: 1
**Charge**: 0
**Frontier orbital gap**: 9.677 eV



3.
A 2-piece molecular cluster, C20H24F3Si overall, computed with ωB97M-V/def2-TZVPD.

```
48
Properties=species:S:1:pos:R:3:forces:R:3:lowdin_charge:R:1
C -3.438 -0.209 -4.265 -0.01 -0.09 0.03 -0.18
Si -2.162 0.805 -3.346 -0.18 0.11 -0.34 0.48
C -0.829 1.364 -4.529 0.15 -0.02 -0.05 -0.18
C -2.985 2.288 -2.561 -0.05 0.06 0.17 -0.18
C -1.401 -0.322 -2.000 0.09 -0.11 0.06 -0.26
C -0.339 0.339 -1.189 -0.28 -0.54 0.43 -0.22
C -0.563 0.872 0.025 0.19 0.19 -0.35 -0.03
H -4.230 -0.554 -3.586 0.13 0.04 -0.20 0.04
H -3.905 0.397 -5.055 0.10 -0.17 0.19 0.04
H -2.976 -1.087 -4.737 -0.16 0.16 0.07 0.04
H -0.049 1.936 -4.009 -0.10 -0.07 -0.15 0.03
H -0.355 0.505 -5.024 -0.07 0.22 0.08 0.04
H -1.261 2.008 -5.310 0.14 -0.16 0.21 0.04
H -2.269 2.886 -1.983 -0.17 -0.07 -0.11 0.03
H -3.419 2.932 -3.342 0.13 -0.18 0.23 0.04
H -3.800 1.980 -1.890 0.17 0.11 -0.14 0.04
H -2.240 -0.647 -1.360 0.23 0.10 -0.16 0.09
H -1.002 -1.207 -2.523 -0.12 0.22 0.13 0.09
H 0.678 0.301 -1.590 -0.24 0.26 0.06 0.11
H 0.218 1.402 0.565 -0.15 -0.04 -0.11 0.07
H -1.572 0.897 0.436 0.18 0.04 -0.03 0.08
F 6.023 -0.460 -0.289 -0.73 -1.16 0.18 0.13
C 5.386 -1.668 -0.198 2.02 -0.25 -0.87 -0.50
F 5.324 -2.188 -1.464 -0.04 0.55 1.30 0.13
F 6.207 -2.500 0.529 -1.04 0.93 -0.66 0.14
C 4.032 -1.536 0.425 -0.25 -0.10 0.00 -0.08
C 2.986 -2.305 -0.078 0.03 -0.16 0.09 0.03
C 1.728 -2.148 0.458 -0.54 0.39 0.28 0.02
C 1.481 -1.235 1.528 1.10 -0.29 -0.73 -0.18
C 0.126 -0.994 1.864 0.13 -0.50 0.60 0.07
C -0.388 -0.250 2.956 -0.67 0.72 0.14 -0.21
C -1.704 -0.582 3.399 0.27 0.27 -0.36 0.01
C -2.332 0.163 4.380 -0.01 -0.05 0.30 -0.04
C -1.662 1.239 4.988 0.23 -0.48 -0.39 -0.01
C -0.371 1.587 4.561 0.09 -0.11 -0.03 -0.04
C 0.250 0.882 3.536 -0.23 0.02 0.18 0.00
C 2.616 -0.605 2.118 -0.34 0.09 -0.06 0.03
C 3.862 -0.697 1.526 -0.09 -0.17 0.18 0.03
H 3.159 -3.022 -0.876 -0.01 0.23 0.10 0.14
H 0.889 -2.717 0.048 0.22 0.24 0.06 0.13
H -0.599 -1.599 1.316 0.15 0.07 0.19 0.14
H -2.208 -1.427 2.923 0.07 0.28 0.22 0.13
H -3.346 -0.102 4.692 0.38 0.12 -0.07 0.12
H -2.141 1.796 5.789 0.08 -0.06 -0.21 0.12
H 0.154 2.420 5.033 -0.25 -0.20 -0.24 0.12
H 1.195 1.255 3.137 -0.45 -0.12 0.19 0.11
H 2.519 -0.040 3.042 0.07 -0.16 -0.33 0.11
H 4.712 -0.151 1.932 -0.20 -0.17 -0.07 0.14
```
Forces are in eV/Å.

**2S+1**: 1
**Charge**: +1
**Frontier orbital gap**: 5.919 eV



4.
C2H4N2O as an isolated structure, computed with ωB97M-V/def2-TZVPD.

```
9
Properties=species:S:1:pos:R:3:forces:R:3:lowdin_charge:R:1
C 0.195 -0.924 0.851 2.99 -1.38 -1.36 -0.36
C 0.207 1.290 -0.439 -3.28 -3.18 -5.90 -0.24
H -0.693 -2.327 0.930 -2.46 2.13 -1.72 0.10
H 1.005 -1.786 1.400 -1.93 3.29 -1.21 0.17
H 1.195 0.952 1.400 -0.28 -2.90 -3.99 0.22
H 0.400 2.593 -0.507 -0.25 -4.16 0.88 0.19
N -0.930 -1.341 0.416 2.54 -2.71 2.87 0.08
N 0.973 0.269 0.330 -1.51 4.75 5.30 -0.04
O -0.577 0.734 -1.365 4.18 4.16 5.13 -0.10
```
Forces are in eV/Å.

**2S+1**: 1
**Charge**: 0
**Frontier orbital gap**: 10.181 eV



5.
A 2-piece molecular cluster, C6H12N overall, computed with ωB97M-V/def2-TZVPD.

```
19
Properties=species:S:1:pos:R:3:forces:R:3:lowdin_charge:R:1
C 2.467 -0.488 1.233 0.70 1.46 -1.00 0.05
C 2.910 -0.203 -0.175 0.00 0.36 -0.40 -0.21
C 2.040 0.849 -0.829 0.53 0.49 0.25 -0.14
C 0.656 0.216 -0.798 0.75 1.54 0.34 -0.07
C 0.157 -0.301 0.291 0.71 -1.76 -1.50 0.18
N -4.583 0.208 0.446 -0.39 -1.31 -2.55 0.37
C -3.573 -0.115 -0.193 0.63 0.07 2.14 0.13
H 2.293 0.416 1.818 0.25 -0.14 0.09 0.12
H 1.381 -0.870 0.989 -1.82 -0.39 0.15 0.09
H 3.050 -1.236 1.761 -0.71 -0.54 0.14 0.13
H 3.976 0.029 -0.198 0.03 0.14 0.02 0.16
H 2.708 -0.997 -0.888 0.84 -1.07 0.52 0.14
H 1.986 1.770 -0.229 -0.15 -0.04 -0.19 0.15
H 2.418 1.126 -1.822 -0.52 -0.28 0.21 0.15
H 0.062 0.289 -1.705 -0.44 0.24 0.12 0.16
H -0.513 -1.160 0.261 0.27 -0.08 1.23 0.11
H -5.575 -0.031 0.227 -0.02 0.70 0.92 0.20
H -2.635 -0.010 0.381 0.03 0.32 -0.28 0.12
H -3.485 -0.647 -1.152 -0.69 0.30 -0.20 0.16
```
Forces are in eV/Å.

**2S+1**: 2
**Charge**: +2
**Frontier orbital gap (alpha / beta)**: 9.131 / 6.450 eV



6.
C5H6N2O in the gas phase, computed with ωB97M-V/def2-TZVPD.

```
14
Properties=species:S:1:pos:R:3:forces:R:3:lowdin_charge:R:1
C -1.841 0.464 -0.255 -1.05 -6.03 2.09 -0.25
C 0.350 -1.250 -0.118 -8.31 3.46 0.43 0.02
C 1.605 -1.198 -0.056 2.00 -0.66 0.32 -0.20
C 1.622 1.127 -0.069 1.28 2.58 3.29 -0.09
C 0.252 1.298 0.085 3.03 -1.48 -1.68 -0.08
H -2.547 -1.365 0.174 1.30 -1.94 0.56 -0.01
H -2.271 1.438 -0.466 1.12 0.38 -0.06 0.11
H -0.374 -2.019 0.095 0.69 -0.56 -0.13 0.11
H 1.914 -2.176 0.247 1.88 -0.20 -0.20 0.13
H 2.447 1.795 0.491 -2.36 -0.73 -1.99 0.15
H -0.298 2.309 0.055 1.26 -1.87 0.54 0.14
N -2.720 -0.420 0.065 -2.07 3.75 -1.79 0.08
N -0.494 0.097 -0.081 1.50 2.94 -1.23 -0.07
O 2.354 -0.099 -0.169 -0.27 0.36 -0.14 -0.04
```
Forces are in eV/Å.

**2S+1**: 1
**Charge**: 0
**Structure (SMILES)**: [H]/N=C\N1C=COC=C1
**Frontier orbital gap**: 8.483 eV



The highest 2S+1 belongs to which entry? C6H12N